1.
The following is a quantum chemistry calculation of an isolated molecule of C3H7N3, from the OMol25 dataset.

Geometry as XYZ:
```
13
Properties=species:S:1:pos:R:3:forces:R:3
H -1.367768 -1.523864 -0.129538 -0.1 0.2 -0.2
N -1.744651 -0.971143 -0.913504 1.0 1.0 -0.7
C -0.841519 -0.141091 -1.299359 -0.5 -0.9 1.7
C 0.525670 -0.074795 -0.624858 1.5 0.6 -3.1
N 1.561665 0.287484 -1.320431 -1.2 -0.2 0.7
H 1.287846 0.570378 -2.266922 0.0 -0.2 0.2
N 0.683776 -0.523456 0.657858 -1.4 1.0 0.8
C -0.062404 0.418688 1.577761 0.8 -1.0 1.0
H -1.007179 0.576652 -2.115216 0.0 -0.4 0.2
H 1.678532 -0.532450 0.878767 -0.3 0.0 0.0
H 0.534835 1.317520 1.752860 -0.1 0.0 -0.1
H -0.176432 -0.107715 2.528510 0.0 0.2 0.0
H -1.072370 0.703791 1.274071 0.3 -0.3 -0.5
```
Forces are in eV/Å.

Results
**Net charge**: 0
**E_tot**: -282.738552 Ha
**Energy above the lowest of the compared OMol25 structures with the same formula, charge and spin**: 93.73 kJ/mol
**Gap between HOMO and LUMO**: 10.258 eV


2.
The following is a quantum chemistry calculation of a cluster of 4 separate species, C34H51BBr6Cl2F9N2O5 in total, from the OMol25 dataset.

Geometry as XYZ:
```
110
Properties=species:S:1:pos:R:3:forces:R:3
C 2.744971 -2.151976 2.368884 0.2 -0.2 -0.5
B 1.871930 -1.717339 1.161066 0.2 -0.5 0.4
O 1.004075 -2.578754 0.573405 -0.3 0.8 0.5
N 1.965817 -0.230580 0.599068 0.2 -0.5 -0.2
O 2.544882 0.497601 1.701423 0.0 -0.1 -0.1
C 1.801466 1.474354 2.431550 -0.2 0.5 0.6
C 0.799414 0.974172 3.465903 -0.5 0.1 -0.1
N -0.582521 1.376976 3.150790 0.2 -0.2 0.6
C -1.570168 0.612297 3.927162 0.3 -0.2 -0.2
C -2.359821 -0.375008 3.103055 -0.4 -0.2 0.3
C -3.485791 -0.934125 3.958566 0.2 0.1 0.1
O -2.860824 0.312127 1.972531 0.1 0.0 -0.2
C 0.646063 0.273852 0.135647 -0.4 -0.2 -0.5
C 0.167897 -0.403870 -1.186278 0.3 -0.1 0.5
C -0.905354 0.465764 -1.827874 0.1 -0.2 -0.2
F -1.612394 -0.280037 -2.714397 0.0 -0.2 0.0
F -1.764680 0.847596 -0.865245 -0.2 0.1 0.3
C -0.431016 1.707526 -2.630028 -0.5 0.2 0.1
F 0.702754 2.213469 -2.098628 0.4 0.1 0.2
F -0.144703 1.316322 -3.871356 0.1 -0.1 -0.4
C -1.466453 2.873106 -2.707459 0.8 0.2 -0.1
F -2.696148 2.401430 -2.825653 -0.6 -0.3 0.1
F -1.179466 3.573052 -3.811776 0.0 0.2 -0.4
C -1.358859 3.875279 -1.519214 -0.4 -0.5 -0.2
F -1.024334 3.242072 -0.401017 0.2 -0.3 0.7
F -2.529023 4.451099 -1.338592 -0.6 0.3 0.1
F -0.459644 4.786607 -1.769228 0.7 0.6 -0.2
C 1.248187 -0.890612 -2.175986 -0.1 0.1 -0.3
O 1.347583 -2.292268 -2.167607 -0.2 0.0 0.4
C 0.872811 -3.007922 -3.306932 0.0 -0.2 0.3
C 0.601086 -4.440180 -2.892836 0.3 0.1 -0.4
C 0.161767 -5.238368 -4.106140 0.1 -0.3 0.4
O 1.814130 -5.022009 -2.434254 0.1 -0.1 0.1
C 2.599953 -0.221543 -1.949170 0.0 -0.3 -0.3
C 3.647779 -0.774379 -2.933560 0.0 0.2 -0.5
C 3.562272 -0.016224 -4.240902 0.2 0.5 -0.5
C 2.861096 -0.494363 -5.350609 0.1 0.6 -0.4
C 2.811954 0.240409 -6.548695 0.5 0.4 0.5
C 3.475824 1.468880 -6.655820 -0.1 -0.6 0.9
C 4.175937 1.958128 -5.545198 -0.3 -0.6 0.1
C 4.221629 1.223828 -4.353985 -0.4 -0.2 -0.7
C 3.051568 -0.027156 -0.480962 0.1 0.7 0.0
C 4.391186 -0.543043 -0.030809 0.2 -0.2 0.2
Cl 5.412952 0.667040 0.669262 0.1 0.1 -0.1
C 4.836645 -1.793696 -0.137630 -0.5 -0.1 -0.2
C 4.033614 -2.940797 -0.645002 0.1 -0.1 0.2
Cl 6.403159 -2.244298 0.358933 0.4 0.0 0.2
H 2.867233 -3.230717 2.300770 0.0 -0.2 0.1
H 2.220285 -1.971036 3.305043 0.0 0.2 0.2
H 3.730164 -1.701170 2.401314 0.0 0.2 0.2
H 0.101890 -2.545381 0.925783 -0.1 -0.4 -0.3
H 1.361672 2.258805 1.820199 -0.2 -0.1 -0.4
H 2.597338 1.976797 2.973193 0.4 -0.1 -0.1
H 1.080288 1.399785 4.430339 0.2 -0.1 0.2
H 0.856741 -0.105439 3.589975 0.0 -0.2 -0.2
H -0.668743 2.307768 3.545427 0.0 0.3 -0.5
H -1.104982 0.049410 4.741500 0.1 0.0 0.2
H -2.272607 1.297733 4.393196 -0.1 0.2 0.0
H -1.723470 -1.223718 2.808094 0.2 0.1 -0.2
H -3.099382 -1.492255 4.808132 0.1 -0.1 0.1
H -4.085178 -0.112551 4.343093 -0.2 0.0 0.0
H -4.114616 -1.611112 3.390931 -0.2 -0.1 -0.1
H -3.512305 -0.247812 1.540464 -0.1 0.0 0.0
H -0.081274 0.050348 0.910038 -0.1 0.2 0.2
H 0.666682 1.347468 0.008568 0.4 0.2 0.2
H -0.368594 -1.294738 -0.885714 -0.2 -0.2 -0.2
H 0.938129 -0.565478 -3.167421 0.0 -0.1 -0.2
H -0.029091 -2.555184 -3.718795 0.0 0.2 -0.1
H 1.676580 -3.065555 -4.039195 0.0 0.2 -0.3
H -0.152912 -4.462571 -2.110288 0.0 -0.1 0.2
H 0.450665 -6.272385 -3.941177 0.0 -0.2 0.0
H -0.913599 -5.214703 -4.244724 -0.1 0.2 -0.2
H 0.685377 -4.911532 -4.998879 -0.1 0.1 -0.2
H 2.112883 -4.526282 -1.665915 -0.1 0.0 0.1
H 2.442967 0.777502 -2.338544 -0.1 0.3 0.4
H 3.498720 -1.829124 -3.136144 0.0 -0.2 0.2
H 4.659635 -0.644331 -2.564663 0.1 0.0 0.2
H 2.346367 -1.442689 -5.320775 0.0 -0.1 0.1
H 2.274138 -0.153877 -7.396733 -0.1 -0.1 -0.1
H 3.458406 2.030902 -7.574070 0.0 0.1 -0.1
H 4.698335 2.898917 -5.625743 0.1 0.1 0.1
H 4.783284 1.611025 -3.514190 0.1 0.0 0.1
H 3.165328 1.049713 -0.401234 0.0 0.1 0.1
H 4.562092 -3.427420 -1.459565 0.0 0.0 -0.2
H 3.033171 -2.674053 -0.966760 0.0 0.1 -0.2
H 3.947397 -3.678963 0.151131 0.0 -0.1 0.1
Br -1.243854 4.646142 4.565047 0.1 0.1 0.1
C -2.671970 5.257842 3.395445 -0.1 -0.1 0.1
C -2.356365 4.995329 1.951566 0.0 0.1 -0.1
Br -1.023234 6.228603 1.253467 0.0 0.0 0.1
H -2.817458 6.309624 3.617474 0.0 0.0 0.0
H -3.553801 4.697157 3.697383 0.0 0.0 0.0
H -3.243506 5.139972 1.339325 0.0 0.0 0.0
H -1.967708 3.995017 1.794963 0.0 -0.1 0.0
Br -2.433063 -3.033457 -1.703772 -0.3 0.1 0.0
C -3.415868 -4.596082 -1.087990 0.0 0.0 -0.1
C -3.482818 -4.642172 0.410825 0.1 -0.1 0.1
Br -1.761905 -5.159991 1.166226 0.0 0.2 0.0
H -2.905527 -5.462602 -1.495673 0.0 0.0 0.0
H -4.407270 -4.517245 -1.527163 0.0 0.0 0.0
H -4.192257 -5.396115 0.743125 0.0 0.0 0.0
H -3.743350 -3.682780 0.844039 0.0 0.0 0.0
Br -6.208093 5.485864 4.981031 0.0 -0.1 0.0
C -6.492160 4.274569 6.474902 0.0 0.1 0.0
C -5.218556 3.961144 7.211768 0.0 -0.2 0.1
Br -4.090364 2.700311 6.242872 -0.1 0.1 0.0
H -6.964965 3.386701 6.069315 0.0 0.0 0.0
H -7.187531 4.788810 7.133774 0.0 0.0 0.0
H -5.446134 3.472280 8.155891 0.0 0.0 0.0
H -4.610422 4.840557 7.395097 0.0 0.0 0.0
```
Forces are in eV/Å.

Results
**Net charge**: +1
**E_tot**: -19099.746504 Ha
**Energy above the lowest of the compared OMol25 structures with the same formula, charge and spin**: 0.00 kJ/mol
**Gap between HOMO and LUMO**: 8.872 eV


3.
The following is a quantum chemistry calculation of a structure of composition C39H50N8O2PTi, from the OMol25 dataset.

Geometry as XYZ:
```
101
Properties=species:S:1:pos:R:3:forces:R:3
Ti -1.062170 -2.513132 -0.521656 0.0 0.0 -0.1
C 2.402295 -5.980952 1.599572 0.0 0.0 0.0
C 1.704598 -6.405684 0.474909 0.0 0.0 0.0
C 0.493446 -5.821030 0.139523 0.0 0.0 0.0
C -0.038731 -4.802838 0.930963 0.0 0.0 0.0
C 0.662630 -4.383724 2.061534 0.0 0.0 0.0
C 1.878695 -4.968274 2.391500 0.0 0.0 0.0
N -1.221050 -4.135857 0.541825 -0.1 -0.1 0.0
C -2.474372 -4.651890 0.833880 0.0 0.0 0.0
C -2.778065 -5.748300 1.626106 0.0 0.0 0.0
C -4.115854 -6.091288 1.821389 0.0 0.0 0.0
C -5.127504 -5.343516 1.237074 0.0 0.0 0.0
C -4.829104 -4.240527 0.438104 0.0 0.0 0.0
C -3.501948 -3.900621 0.232624 0.0 0.0 0.1
N -2.998573 -2.850558 -0.525053 0.1 0.0 0.1
N -3.931367 -2.088422 -1.190517 0.1 0.1 0.0
C -3.295322 -1.209938 -1.908016 -0.1 0.0 0.0
C -3.963729 -0.284262 -2.779523 0.0 0.1 0.0
C -3.241136 0.493903 -3.615730 0.0 0.0 0.0
C -1.813659 0.403375 -3.628151 0.0 0.0 0.0
C -1.220864 -0.432563 -2.739093 0.0 0.1 -0.1
N -1.913133 -1.192538 -1.846618 0.0 -0.1 0.0
H 3.352325 -6.434006 1.853418 0.0 0.0 0.0
H 2.114793 -7.185545 -0.154455 0.0 0.0 0.0
H -0.044338 -6.115642 -0.752748 0.0 0.0 0.0
H 0.237511 -3.592345 2.668684 0.0 0.0 0.0
H 2.415098 -4.632010 3.270387 0.0 0.0 0.0
H -1.982250 -6.322206 2.085647 0.0 0.0 0.0
H -4.362297 -6.946274 2.439146 0.0 0.0 0.0
H -6.162679 -5.616987 1.401857 0.0 0.0 0.0
H -5.602425 -3.648801 -0.030335 0.0 0.0 0.0
H -5.044559 -0.265728 -2.756320 0.0 0.0 0.0
H -3.742302 1.179872 -4.288260 0.0 0.0 0.0
H -1.215586 0.981710 -4.317805 0.0 0.0 0.0
H -0.139866 -0.520433 -2.695048 0.0 0.0 0.0
N 1.113798 -1.903519 -0.337703 0.1 0.0 0.0
C 1.968199 -2.584577 -1.314723 0.0 0.0 0.0
C 1.111865 -3.313862 -2.354144 -0.1 0.0 0.0
O 1.630073 -3.781826 -3.347064 0.0 0.0 0.1
O -0.150691 -3.385632 -2.047487 0.1 0.1 0.0
H 1.128971 -0.883023 -0.421502 0.0 0.0 0.0
H 1.380932 -2.115473 0.617179 0.0 0.0 0.0
H 2.576705 -3.341498 -0.817210 0.0 0.0 0.0
H 2.644485 -1.898992 -1.826658 0.0 0.0 0.0
N -0.892166 2.010820 4.134775 -0.1 0.0 0.0
C -1.179507 0.955916 3.744721 0.2 0.0 -0.1
N -1.499584 -0.265270 3.384965 -0.3 -0.3 0.1
C -1.274937 -0.755021 2.227277 0.5 0.4 -0.1
N -1.018879 -1.243201 1.196765 -0.4 -0.2 0.0
C 2.612734 4.362815 -3.254276 0.0 0.0 0.0
C 1.312191 3.655631 -3.619946 0.0 0.0 0.0
C 0.555742 3.218054 -2.353955 0.0 0.0 0.0
C 1.511865 2.881800 -1.191921 0.0 0.0 0.0
C 2.804319 2.304223 -1.778641 0.0 0.0 0.0
C 3.571031 3.382971 -2.556387 0.0 0.0 0.0
P 0.735186 1.661221 -0.037008 0.0 0.0 0.0
C -0.884188 2.398911 0.480923 0.0 0.0 0.0
C -2.060630 2.079146 -0.445397 0.0 0.0 0.0
C -3.377757 2.243783 0.327167 0.0 0.0 0.0
C -3.309862 3.401983 1.338981 0.0 0.0 0.0
C -2.314710 4.460336 0.871929 0.0 0.0 0.0
C -0.888771 3.885820 0.878785 0.0 0.0 0.0
C 1.690999 1.836874 1.556663 0.0 0.0 0.0
C 2.775490 0.748425 1.664443 0.0 0.0 0.0
C 3.708727 1.047235 2.832909 0.0 0.0 0.0
C 4.531262 2.316372 2.559319 0.0 0.0 0.0
C 3.759584 3.311469 1.678979 0.0 0.0 0.0
C 2.258476 3.222627 1.938424 0.0 0.0 0.0
H 2.382865 5.199633 -2.587549 0.0 0.0 0.0
H 3.087968 4.793999 -4.137793 0.0 0.0 0.0
H 1.544905 2.782807 -4.237813 0.0 0.0 0.0
H 0.674140 4.299477 -4.228698 0.0 0.0 0.0
H -0.065831 2.348468 -2.585307 0.0 0.0 0.0
H -0.128595 4.009800 -2.039555 0.0 0.0 0.0
H 1.764340 3.803139 -0.656703 0.0 0.0 0.0
H 2.536643 1.473381 -2.439731 0.0 0.0 0.0
H 3.444314 1.874924 -1.004841 0.0 0.0 0.0
H 4.218800 2.904982 -3.296055 0.0 0.0 0.0
H 4.227039 3.931346 -1.874500 0.0 0.0 0.0
H -1.073653 1.826366 1.395396 0.0 0.0 0.0
H -1.984644 1.063051 -0.829428 0.0 0.0 0.0
H -2.048534 2.742664 -1.313081 0.0 0.0 0.0
H -3.608191 1.309571 0.846109 0.0 0.0 0.0
H -4.189827 2.408610 -0.385973 0.0 0.0 0.0
H -2.984102 3.034584 2.316260 0.0 0.0 0.0
H -4.301502 3.835943 1.484373 0.0 0.0 0.0
H -2.355622 5.345424 1.511000 0.0 0.0 0.0
H -2.583937 4.790538 -0.137327 0.0 0.0 0.0
H -0.470316 3.980462 1.883301 0.0 0.0 0.0
H -0.255699 4.472589 0.205684 0.0 0.0 0.0
H 0.931978 1.593522 2.306589 0.0 0.0 0.0
H 3.361083 0.674865 0.740248 0.0 0.0 0.0
H 2.290987 -0.221067 1.797713 0.0 0.0 0.0
H 4.371340 0.201515 3.029049 0.0 0.0 0.0
H 3.099410 1.181043 3.731605 0.0 0.0 0.0
H 5.472922 2.050615 2.071232 0.0 0.0 0.0
H 4.796718 2.790009 3.507801 0.0 0.0 0.0
H 3.953916 3.103238 0.622692 0.0 0.0 0.0
H 4.116182 4.328545 1.857880 0.0 0.0 0.0
H 1.736565 4.023153 1.415684 0.0 0.0 0.0
H 2.068879 3.395299 3.002744 0.0 0.0 0.0
```
Forces are in eV/Å.

Results
**Net charge**: -1
**E_tot**: -3295.729659 Ha
**Energy above the lowest of the compared OMol25 structures with the same formula, charge and spin**: 0.00 kJ/mol
**Gap between HOMO and LUMO**: 6.272 eV


4.
The following is a quantum chemistry calculation of a structure of composition H39O19, from the OMol25 dataset.

Geometry as XYZ:
```
58
Properties=species:S:1:pos:R:3:forces:R:3
O 2.243145 3.028478 0.317217 -0.2 -2.7 1.9
H 2.386001 -1.110342 -0.504154 -1.4 1.6 2.0
H 1.588604 3.528597 -0.094289 -1.6 1.6 -1.4
O -4.065905 -1.092437 -0.529841 -12.3 -7.3 9.7
H -3.560874 -0.742631 -1.034354 9.3 7.3 -10.5
H -4.985390 -1.186370 -0.992258 2.9 0.5 1.1
O -0.183494 -2.118152 2.854781 -0.7 -2.1 -6.4
H -1.198733 -0.487977 2.293420 0.2 -0.6 1.7
H 0.382030 -2.786614 2.484460 0.8 -0.5 0.6
O -2.551480 -1.395542 3.091941 -0.5 0.3 0.4
H -2.592183 -1.940903 2.280176 -1.1 0.6 0.8
H 3.533908 -3.076400 2.103628 -0.8 0.2 -0.1
O 2.981241 -0.512324 3.992425 -0.6 2.0 -2.2
H 3.000904 0.191019 3.180448 -0.6 -2.2 3.5
H 2.258567 -0.339160 4.660382 1.2 0.3 -1.5
O -4.461644 0.396770 -2.693666 0.9 0.4 -0.9
H -4.428865 1.242523 -2.231714 -0.1 0.0 -0.1
H -3.670515 0.442152 -3.295964 -1.1 -0.3 1.0
O 0.177047 -1.087577 -1.299559 -0.2 -1.0 -1.2
H 2.545207 0.297463 0.215288 1.8 1.0 -0.3
H 0.491296 -0.883704 -2.234389 -0.8 -0.9 1.6
O 2.127446 -0.545088 0.315537 -0.3 -1.8 -2.1
H -0.326720 -1.953311 -1.290641 1.1 1.2 -0.4
O -1.947359 -0.821235 -3.137558 1.2 3.1 -2.7
H -1.235225 -0.115509 -3.054548 -1.5 -1.2 -0.3
H -1.854589 -1.286597 -2.360495 0.1 -1.8 2.6
O -2.741562 -3.365752 -0.705235 1.1 -1.0 -0.4
H -2.798549 -2.494603 -0.320565 -0.9 0.3 -0.1
H 2.567149 -1.831629 -2.222761 0.1 -0.4 -1.3
O 4.197606 -0.865915 -1.254056 -3.1 1.1 1.3
H -0.092907 -1.939670 3.708338 0.9 0.1 5.6
H 3.952298 -1.390087 -0.480892 1.1 -0.2 0.1
O 2.682180 -2.628322 1.914020 0.9 1.4 1.8
H 2.677030 -1.863776 2.611625 0.0 -1.9 -1.5
H 5.002512 -1.164055 -1.558957 2.9 -1.1 -1.0
O -0.606645 0.113150 2.770714 -2.3 4.6 -9.6
H -3.338642 -3.399273 -1.465864 0.1 0.3 0.4
H 3.033580 3.462035 0.172972 2.5 1.6 -0.5
O -0.282639 2.484559 2.876147 -3.1 4.0 0.5
H -1.021965 2.874347 2.237637 2.4 -1.4 1.8
H -3.285111 -0.783940 3.334075 0.3 -1.2 -1.2
O 0.777640 1.176580 0.929299 -1.8 -0.8 2.7
H 1.134374 0.151113 0.249153 0.6 0.3 1.3
H 1.260120 1.937296 1.387492 -0.3 -1.1 -1.5
O -2.405248 2.448554 -3.007503 1.2 0.5 -1.6
H -0.173691 1.597348 -0.471605 0.8 0.0 1.4
H -1.499007 2.795272 -2.818332 -1.1 -0.4 -0.1
O -0.350528 1.671428 -1.397039 -0.9 0.4 -1.3
H -2.428631 2.454733 -4.004465 -0.2 0.0 1.5
H -1.279371 1.401921 -1.430074 0.0 0.1 -0.4
O 2.462983 -2.142804 -3.147447 1.1 0.2 0.4
H 3.400919 -2.141860 -3.476787 -1.4 0.0 0.4
H 0.257240 0.676890 1.855406 -0.1 0.5 -1.2
O 1.464889 4.169514 -2.091857 -0.9 -0.4 0.0
H 0.715725 4.660462 -2.421050 0.1 1.7 -0.4
H 0.927053 3.371692 -2.086254 0.7 -1.4 0.3
H -0.294039 -0.046575 3.541746 2.5 -2.3 7.5
H -0.567172 2.966229 3.735861 0.9 -1.1 -1.9
```
Forces are in eV/Å.

Results
**Net charge**: +1
**E_tot**: -1452.461014 Ha
**Energy above the lowest of the compared OMol25 structures with the same formula, charge and spin**: 727.67 kJ/mol
**Gap between HOMO and LUMO**: 10.253 eV


Number 1: F_max 0.06738 Eh/bohr, HOMO energy -0.3571 hartree. Number 2: F_max 0.02066 Eh/bohr, HOMO energy -0.4143 hartree. Number 3: F_max 0.01250 Eh/bohr, HOMO energy -0.1442 hartree. Number 4: F_max 0.33644 Eh/bohr, HOMO energy -0.4862 hartree.